Density functional theory data (ωB97M-V/def2-TZVPD) for a cluster of 2 separate species, C3H3NO2 in total in a non-equilibrium geometry.

**Molar mass**: 85.06 g mol⁻¹
**Frontier orbital gap**: 0.384 Eh
**LUMO**: 0.17 eV
**Energy**: -8743.263 eV
**Energy relative to the best compared isomer or geometry (same formula, charge and spin)**: 43.1 kcal/mol

Element x y z (Å)
O1 -2.556 -1.724 0.957
C1 -1.430 -1.707 1.102
C2 1.351 -0.301 -0.076
N1 0.829 0.393 -1.001
C3 -0.186 1.290 -0.622
O2 -1.096 1.017 0.124
H1 1.092 -0.179 0.980
H2 2.094 -1.056 -0.335
H3 -0.097 2.267 -1.128

Atoms 1-6, force components in eV/Å:
O 1.333 0.019 0.177
C -1.367 -0.100 -0.152
C 0.018 0.087 -0.158
N 0.065 -0.262 0.299
C -0.276 0.048 0.228
O 0.353 0.173 -0.359